[1]
# C17H35AuN4O2PSeSi

A molecular structure, C17H35AuN4O2PSeSi (the ωB97M-V functional and the def2-TZVPD basis, the OMol25 dataset).

## Properties
HOMO-LUMO gap = 6.800 eV
Energy above the lowest of the compared OMol25 structures with the same formula, charge and spin = 10.1 kcal/mol
Molecular weight = 662.5 g/mol
HOMO energy = -11.43 eV
Max |F| = 0.0022 hartree/bohr

Structure (ORCA input):
```
! wB97M-V def2-TZVPD RIJCOSX def2/J DEFGRID3
* xyz 1 1
Au 0.03077 -0.78724 0.97891
Se 0.96474 -2.33238 -0.63822
P 0.45963 1.92514 -1.16745
Si -0.57828 -4.05825 -0.71674
O 0.02235 1.09409 0.01769
O 3.00562 -1.43656 2.11197
N 2.10253 1.97527 -1.23453
N 0.04025 3.50807 -1.08744
N -0.27993 1.34228 -2.51096
N -2.49395 3.63100 5.15780
C -0.19314 -2.19636 2.44072
C 2.81783 2.88133 -2.12972
C 2.89871 0.82375 -0.81878
C -1.64042 1.37556 4.22417
C -2.55562 0.43318 3.73936
C 0.09845 1.82066 -3.83448
C 0.67508 4.38661 -0.10592
C 0.19142 -0.06394 3.65761
C -1.20596 0.21899 -2.50796
C -0.27324 1.12932 4.18586
C -1.29421 3.96173 -1.46978
C -0.28930 -4.79403 -2.40270
C -2.09800 -0.74805 3.20443
C -2.29769 -3.34593 -0.56481
C -0.71444 -1.02899 3.16487
C -0.23762 -5.32532 0.60668
C -2.12044 2.62532 4.74877
H -2.48297 -2.60936 -1.34838
H -0.36183 -4.94527 1.62116
H 3.09668 2.39057 -3.06674
H 3.01856 -2.08438 1.39438
H 3.00377 0.08063 -1.61526
H -2.46150 -2.86186 0.40032
H -3.61447 0.64691 3.78077
H 0.74345 -5.12684 -2.51971
H -1.72398 3.29925 -2.21568
H 0.41789 1.86917 4.56431
H 0.77779 -2.57103 2.74045
H 0.79713 5.38250 -0.53508
H 3.73156 3.21876 -1.63745
H 3.89340 1.17609 -0.54338
H -0.50838 -4.07779 -3.19558
H 0.78110 -5.70518 0.51451
H -0.91379 -2.96645 2.19084
H -3.03996 -4.14150 -0.66745
H -2.04635 0.45073 -3.16695
H -0.72830 -0.70098 -2.85469
H -1.22308 4.96509 -1.89213
H -2.79787 -1.47907 2.81912
H -0.79936 1.99021 -4.43281
H -0.92166 -6.16921 0.48270
H 2.46626 0.34840 0.05729
H 0.63237 2.76602 -3.76337
H -1.96193 3.99991 -0.60433
H -1.59221 0.05246 -1.50583
H 1.25235 -0.27970 3.62497
H 3.81243 -1.59769 2.61389
H 0.72960 1.09839 -4.35948
H -0.93537 -5.66434 -2.54235
H 0.06002 4.47306 0.79422
H 1.65252 4.00275 0.17358
H 2.21098 3.75453 -2.35518
*
```

[2]
# C4H13O5P

2 unconnected molecules or ions with the total composition C4H13O5P (the ωB97M-V functional and the def2-TZVPD basis, the OMol25 dataset).

## Properties
HOMO-LUMO gap = 10.809 eV
Energy above the lowest of the compared OMol25 structures with the same formula, charge and spin = 32.2 kcal/mol
SMILES = COP(=O)(OC)OC.CO
Molecular weight = 172.1 g/mol
HOMO energy = -10.43 eV
Max |F| = 0.0821 hartree/bohr

Structure (ORCA input):
```
! wB97M-V def2-TZVPD RIJCOSX def2/J DEFGRID3
* xyz 0 1
P -0.56766 -1.70953 -0.55852
O -1.74094 -2.81209 -1.07002
O 0.78144 -2.27677 -0.34163
O -0.67210 -0.65628 -1.78796
O 0.97447 5.15420 1.56615
O -1.33986 -1.05304 0.71174
C 0.36129 -0.62617 -2.77014
C -0.67959 -0.23124 1.69764
C -1.93460 -3.93484 -0.31351
C 2.23799 4.50849 1.51356
H 2.77572 4.80405 0.61266
H -1.57913 -4.79668 -0.87829
H 0.89005 0.28163 -2.47962
H 0.38746 -0.20241 1.47704
H 0.48353 4.75732 0.84291
H -0.99587 -0.36383 2.73228
H 1.03309 -1.47202 -2.91615
H -0.09751 -0.46347 -3.74540
H -2.97455 -4.10276 -0.03349
H 2.92376 4.84055 2.29302
H 1.99800 3.44988 1.41431
H -1.36965 -3.89430 0.61778
H -0.89544 0.79930 1.41569
*
```

[3]
# CH2ClOPS

CH2ClOPS in the gas phase (the ωB97M-V functional and the def2-TZVPD basis, the OMol25 dataset).

## Properties
HOMO-LUMO gap (alpha / beta) = 7.418 / 6.302 eV
Energy above the lowest of the compared OMol25 structures with the same formula, charge and spin = 69.0 kcal/mol
Molecular weight = 128.5 g/mol
HOMO energy (alpha / beta) = -8.96 / -8.74 eV
Max |F| = 0.0473 hartree/bohr

Structure (ORCA input):
```
! wB97M-V def2-TZVPD RIJCOSX def2/J DEFGRID3
* xyz 0 1
Cl -0.83700 0.40619 1.26848
S 1.38774 -0.21203 -1.39294
P 1.59845 0.08955 0.60504
O 2.38257 -0.89617 1.32978
C -1.20893 0.22687 -0.32727
H -1.48129 1.06785 -0.94562
H -1.84153 -0.68226 -0.53747
*
```

[4]
# C14H13F2N

3 unconnected molecules or ions with the total composition C14H13F2N (the ωB97M-V functional and the def2-TZVPD basis, the OMol25 dataset).

## Properties
HOMO-LUMO gap = 9.680 eV
Energy above the lowest of the compared OMol25 structures with the same formula, charge and spin = 26.3 kcal/mol
SMILES = Fc1ccccc1.Fc1ccccc1.CC#N
Molecular weight = 233.3 g/mol
HOMO energy = -9.28 eV
Max |F| = 0.0533 hartree/bohr

Structure (ORCA input):
```
! wB97M-V def2-TZVPD RIJCOSX def2/J DEFGRID3
* xyz 0 1
F 1.22420 5.00543 -0.45836
F 2.61425 -4.14612 3.27872
N -3.14861 -1.52321 -2.63426
C 0.76172 2.71215 -3.31858
C 0.44360 -3.86579 4.25164
C 1.33192 3.24174 -2.14266
C -0.66937 -1.72093 4.15082
C -0.61149 -3.02502 4.54569
C -1.06707 -3.10567 -2.16027
C -0.72770 4.64330 -3.51693
C 0.80915 4.46902 -1.61816
C -0.17540 5.13031 -2.33635
C -2.27675 -2.24361 -2.42358
C 0.41033 -1.16145 3.45637
C -0.24184 3.43680 -3.92498
C 1.52569 -3.30222 3.56800
C 1.51478 -1.92866 3.19356
H -0.25006 -2.63458 -1.61376
H 2.10995 2.74255 -1.58421
H -1.61518 4.97397 -4.03598
H 0.98473 1.74300 -3.73976
H 2.45780 -1.61328 2.77205
H -0.63732 6.03923 -1.98013
H -1.31439 -3.97988 -1.55806
H -0.82699 2.92437 -4.67425
H -1.30654 -3.40027 5.28222
H 0.39275 -4.87649 4.62887
H 0.34564 -0.12267 3.16799
H -1.39578 -1.03397 4.55925
H -0.66204 -3.37805 -3.13488
*
```